Run one
Molecular formula: C5H13N2
Method: DFT, ωB97M-V with the def2-TZVPD basis set

Output
- HOMO energy: -11.753 eV
- Lowest unoccupied orbital energy: -3.35 eV
- Orbital gap: 8.405 eV
- Charge: +1
- SMILES: C[C@@H]([NH3+])C/C=C/N

Last column: Löwdin charge in e.
Element x y z (Å)
C (-0.740, -1.580, 1.921)  -0.027
C (-0.687, -0.449, 0.836)  -0.330
N (0.561, 0.396, 1.143)  0.215
C (-0.534, -1.008, -0.587)  -0.157
C (-0.524, 0.221, -1.560)  -0.093
C (0.681, 0.800, -1.854)  -0.209
N (0.990, 2.131, -1.525)  0.026
H (0.076, -2.205, 1.556)  0.080
H (-0.693, -1.196, 2.912)  0.073
H (-1.667, -2.228, 1.675)  0.132
H (-1.639, 0.133, 0.856)  0.161
H (0.882, 0.911, 0.301)  0.109
H (0.613, 1.091, 1.880)  0.173
H (1.277, -0.312, 1.331)  0.165
H (0.482, -1.450, -0.726)  0.134
H (-1.426, -1.548, -0.886)  0.121
H (-1.498, 0.654, -1.678)  0.101
H (1.418, 0.354, -2.537)  0.137
H (0.472, 2.966, -1.740)  0.100
H (1.955, 2.320, -1.317)  0.087

Run two
Molecular formula: C5H13N2
Method: DFT, ωB97M-V with the def2-TZVPD basis set

Output
- HOMO energy: -13.117 eV
- Lowest unoccupied orbital energy: -3.18 eV
- Orbital gap: 9.933 eV
- Charge: +1
- SMILES: CN/C=C\CC[NH3+]

Last column: Löwdin charge in e.
Element x y z (Å)
C (-1.178, 1.509, 1.625)  -0.080
N (-0.633, 0.113, 1.453)  -0.150
C (0.783, -0.123, 1.276)  -0.140
C (1.579, -0.583, 0.291)  -0.048
C (1.215, -0.940, -1.201)  -0.123
C (0.163, 0.079, -1.799)  -0.149
N (-1.271, -0.204, -1.379)  0.162
H (-0.955, 1.904, 2.623)  0.083
H (-0.665, 2.188, 0.901)  0.091
H (-2.255, 1.393, 1.490)  0.078
H (-0.946, -0.319, 2.318)  0.116
H (1.114, -0.158, 2.338)  0.126
H (2.453, -1.163, 0.540)  0.104
H (0.794, -1.901, -1.489)  0.115
H (2.050, -0.708, -1.835)  0.106
H (0.429, 1.114, -1.564)  0.126
H (0.113, 0.029, -2.914)  0.134
H (-1.162, -0.433, -0.364)  0.108
H (-1.508, -1.103, -1.820)  0.168
H (-2.080, 0.424, -1.354)  0.173

Pick run two: it beats the second-best structure by 0.795 eV.

Run one
Molecular formula: C5H13N2
Method: DFT, ωB97M-V with the def2-TZVPD basis set

Output
- HOMO energy: -12.738 eV
- Lowest unoccupied orbital energy: -3.13 eV
- Orbital gap: 9.607 eV
- Charge: +1

Last column: Löwdin charge in e.
Element x y z (Å)
C (-2.697, -0.021, -0.256)  0.045
C (-1.661, 1.353, 0.174)  -0.051
C (-0.059, 0.899, 0.004)  -0.082
C (-0.609, -1.683, 0.379)  -0.086
C (-0.974, -0.461, -0.429)  -0.242
N (1.117, 1.306, 0.144)  0.192
N (3.275, -0.151, -0.185)  0.068
H (-3.166, -0.468, 0.593)  0.074
H (-3.199, 0.093, -1.191)  0.072
H (-1.891, 2.227, -0.431)  0.094
H (-1.825, 1.581, 1.224)  0.098
H (-0.810, -1.518, 1.436)  0.089
H (0.442, -1.934, 0.262)  0.068
H (-1.206, -2.528, 0.048)  0.091
H (-0.794, -0.599, -1.494)  0.127
H (2.024, 0.659, -0.005)  0.057
H (1.271, 2.276, 0.419)  0.149
H (3.845, 0.237, -0.932)  0.081
H (3.082, -1.120, -0.422)  0.074
H (3.835, -0.150, 0.662)  0.081

Run two
Molecular formula: C5H13N2
Method: DFT, ωB97M-V with the def2-TZVPD basis set

Output
- HOMO energy: -12.169 eV
- Lowest unoccupied orbital energy: -3.14 eV
- Orbital gap: 9.029 eV
- Charge: +1
- SMILES: C=C(N)C[C@H](C)[NH3+]

Last column: Löwdin charge in e.
Element x y z (Å)
C (1.959, 0.888, -0.453)  0.012
C (1.527, -0.343, -0.012)  -0.348
N (2.324, -1.173, 0.739)  0.070
C (0.061, -0.797, -0.448)  -0.086
C (-1.054, -0.097, 0.283)  -0.407
C (-2.435, -0.379, -0.173)  -0.035
N (-0.774, 1.351, 0.409)  0.182
H (1.581, 1.228, -1.350)  0.046
H (2.644, 1.507, 0.046)  0.061
H (2.413, -2.203, 0.417)  0.154
H (3.251, -0.913, 1.179)  0.139
H (-0.012, -1.888, -0.335)  0.136
H (-0.135, -0.567, -1.489)  0.127
H (-0.862, -0.422, 1.353)  0.175
H (-2.398, -0.432, -1.187)  0.041
H (-3.217, 0.458, 0.103)  0.146
H (-2.671, -1.469, -0.015)  0.128
H (-0.935, 1.940, 1.216)  0.175
H (0.169, 1.424, -0.088)  0.107
H (-1.436, 1.887, -0.196)  0.177

Run three
Molecular formula: C5H13N2
Method: DFT, ωB97M-V with the def2-TZVPD basis set

Output
- HOMO energy: -12.908 eV
- Lowest unoccupied orbital energy: -3.71 eV
- Orbital gap: 9.196 eV
- Charge: +1

Last column: Löwdin charge in e.
Element x y z (Å)
C (-1.434, -0.190, -1.599)  0.006
C (2.132, -0.402, 0.321)  -0.160
C (-1.624, -0.028, -0.268)  -0.475
C (-1.611, -1.144, 0.676)  -0.078
C (-1.598, 1.314, 0.370)  -0.073
N (3.359, -0.113, 0.701)  0.159
N (1.452, 0.344, -0.564)  0.174
H (-1.576, 0.593, -2.351)  0.081
H (-1.206, -1.152, -2.083)  0.079
H (1.625, -1.223, 0.837)  0.159
H (-1.413, -2.172, 0.173)  0.126
H (-2.658, -1.104, 0.955)  0.104
H (-0.954, -0.988, 1.512)  0.067
H (-0.820, 1.967, 0.057)  0.054
H (-1.474, 1.092, 1.434)  0.073
H (-2.493, 2.082, 0.393)  0.138
H (3.946, -0.713, 1.317)  0.161
H (3.908, 0.552, 0.109)  0.158
H (1.957, 1.131, -1.085)  0.176
H (0.481, 0.157, -0.906)  0.072

Run four
Molecular formula: C5H13N2
Method: DFT, ωB97M-V with the def2-TZVPD basis set

Output
- HOMO energy: -12.461 eV
- Lowest unoccupied orbital energy: -3.22 eV
- Orbital gap: 9.240 eV
- Charge: +1
- SMILES: C=C(N)C[C@H](C)[NH3+]

Last column: Löwdin charge in e.
Element x y z (Å)
C (1.379, 0.305, 1.867)  0.031
C (0.890, -0.340, 0.748)  -0.428
N (1.729, -0.743, -0.334)  0.093
C (-0.546, -0.784, 0.568)  -0.103
C (-1.307, 0.202, -0.373)  -0.334
C (-1.594, -0.168, -1.838)  -0.031
N (-0.448, 1.446, -0.306)  0.183
H (2.287, 0.874, 1.861)  0.057
H (1.134, -0.220, 2.822)  0.099
H (2.779, -0.757, -0.022)  0.157
H (1.678, -1.680, -0.596)  0.069
H (-0.672, -1.829, 0.281)  0.120
H (-1.018, -0.906, 1.609)  0.156
H (-2.271, 0.416, 0.071)  0.141
H (-0.663, -0.262, -2.344)  0.061
H (-2.029, -1.263, -1.790)  0.145
H (-2.205, 0.562, -2.414)  0.105
H (0.086, 1.149, -1.157)  0.167
H (-1.150, 2.191, -0.218)  0.185
H (0.151, 1.523, 0.546)  0.126

Pick run three: it beats the second-best structure by 1.178 eV.

Run one
Molecular formula: C4H5ClN2
Method: DFT, ωB97M-V with the def2-TZVPD basis set

Output
- HOMO energy: -9.353 eV
- Lowest unoccupied orbital energy: 0.66 eV
- Orbital gap: 10.011 eV
- SMILES: ClC1=NN1.C#CC

Last column: Löwdin charge in e.
Element x y z (Å)
Cl (1.984, 1.192, 0.713)  0.786
C (1.512, -0.368, 0.396)  -0.998
N (1.056, -1.473, 0.809)  0.141
N (1.487, -1.215, -0.689)  0.019
H (2.409, -1.721, -0.821)  0.094
C (-0.491, 0.850, -1.595)  0.074
C (-0.969, 0.580, -0.535)  -0.240
C (-1.545, 0.299, 0.790)  -0.115
H (-0.112, 1.393, -2.389)  0.017
H (-0.847, -0.228, 1.457)  0.048
H (-2.054, 1.102, 1.291)  0.063
H (-2.432, -0.411, 0.573)  0.110

Run two
Molecular formula: C4H5ClN2
Method: DFT, ωB97M-V with the def2-TZVPD basis set

Output
- HOMO energy: -8.686 eV
- Lowest unoccupied orbital energy: -0.43 eV
- Orbital gap: 8.258 eV

Last column: Löwdin charge in e.
Element x y z (Å)
C (2.152, 1.076, -0.198)  -0.319
C (-2.914, 0.664, 0.076)  -0.063
C (-1.656, 0.242, 0.175)  -0.593
C (2.245, -0.088, 0.496)  -0.159
N (1.902, 2.152, -0.557)  0.145
N (2.349, -1.341, 0.126)  0.056
Cl (-1.102, -0.955, -0.957)  0.555
H (-3.556, 0.104, -0.609)  0.059
H (-3.401, 1.413, 0.589)  0.029
H (-0.706, 0.460, 0.666)  0.031
H (2.605, -1.984, 0.972)  0.154
H (2.082, -1.743, -0.779)  0.107

Run three
Molecular formula: C4H5ClN2
Method: DFT, ωB97M-V with the def2-TZVPD basis set

Output
- HOMO energy (spin up / spin down): -8.624 / -8.587 eV
- Lowest unoccupied orbital energy (spin up / spin down): -0.74 / -0.77 eV
- Orbital gap (spin up / spin down): 7.888 / 7.815 eV

Last column: Löwdin charge in e.
Element x y z (Å)
C (0.929, -0.481, -1.393)  -0.133
C (-0.351, -0.819, -1.725)  -0.217
C (-0.376, -0.409, 0.462)  -0.167
C (0.820, -0.040, -0.053)  0.006
N (-1.072, -0.889, -0.655)  -0.012
N (0.359, 2.339, 2.326)  -0.482
Cl (0.239, 1.125, 3.397)  0.531
H (1.825, -0.332, -2.064)  0.108
H (-0.698, -1.056, -2.781)  0.143
H (-0.882, -0.353, 1.469)  0.076
H (-1.934, -1.370, -0.581)  0.141
H (1.142, 2.284, 1.598)  0.006

Pick run two: it beats the second-best structure by 1.631 eV.

Run one
Molecular formula: C9H13N2
Method: DFT, ωB97M-V with the def2-TZVPD basis set

Output
- HOMO energy: -12.027 eV
- Lowest unoccupied orbital energy: -3.35 eV
- Orbital gap: 8.679 eV
- Charge: +1
- SMILES: N[C@@]1(c2ccccc2)C[C@H]1[NH3+]

Last column: Löwdin charge in e.
Element x y z (Å)
N (-1.590, 0.120, -1.299)  0.013
C (-0.618, -0.406, -0.432)  -0.303
C (0.325, 0.598, 0.297)  -0.173
C (0.178, 1.939, 0.094)  -0.055
C (1.102, 2.880, 0.642)  -0.043
C (2.114, 2.441, 1.503)  -0.064
C (2.149, 1.079, 1.831)  -0.054
C (1.207, 0.098, 1.315)  -0.004
C (-1.355, -1.888, 0.478)  0.093
C (-0.285, -1.865, -0.582)  -0.284
N (-0.971, -2.363, -1.823)  0.148
H (-1.214, 0.625, -2.203)  0.169
H (-2.113, 0.833, -0.740)  0.127
H (-0.569, 2.470, -0.481)  0.105
H (1.084, 3.906, 0.365)  0.099
H (2.875, 3.061, 1.943)  0.108
H (2.738, 0.730, 2.645)  0.092
H (1.136, -0.962, 1.685)  0.116
H (-2.329, -1.944, 0.118)  0.070
H (-0.938, -1.791, 1.506)  0.108
H (0.821, -2.127, -0.435)  0.183
H (-0.366, -2.735, -2.631)  0.205
H (-1.659, -1.581, -2.113)  0.150
H (-1.724, -3.118, -1.683)  0.194

Run two
Molecular formula: C9H13N2
Method: DFT, ωB97M-V with the def2-TZVPD basis set

Output
- HOMO energy: -12.566 eV
- Lowest unoccupied orbital energy: -3.02 eV
- Orbital gap: 9.550 eV
- Charge: +1

Last column: Löwdin charge in e.
Element x y z (Å)
C (-3.724, -0.281, 0.044)  -0.073
C (-2.801, -1.330, 0.159)  -0.064
C (-3.219, 0.880, -0.365)  -0.064
C (-1.419, -1.176, 0.048)  -0.025
C (-1.814, 1.169, -0.263)  0.025
C (-0.865, 0.112, -0.244)  -0.172
C (1.437, 1.227, -0.825)  -0.017
C (1.632, -0.234, -0.912)  -0.195
C (0.547, 0.366, -0.119)  -0.302
N (1.131, 0.167, 1.474)  0.141
N (2.653, -0.958, -0.073)  0.110
H (-4.729, -0.691, 0.120)  0.124
H (-3.197, -2.360, 0.256)  0.123
H (-3.826, 1.705, -0.733)  0.118
H (-0.992, -2.100, -0.064)  0.080
H (-1.480, 2.142, -0.501)  0.101
H (2.071, 1.767, -0.132)  0.126
H (1.249, 1.733, -1.764)  0.143
H (1.485, -0.677, -1.897)  0.167
H (0.422, -0.246, 2.146)  0.157
H (1.576, 1.016, 1.804)  0.106
H (2.523, -1.947, -0.162)  0.136
H (2.127, -0.574, 1.089)  0.128
H (3.463, -0.379, -0.018)  0.127

Run three
Molecular formula: C9H13N2
Method: DFT, ωB97M-V with the def2-TZVPD basis set

Output
- HOMO energy (spin up / spin down): -11.999 / -11.998 eV
- Lowest unoccupied orbital energy (spin up / spin down): -4.49 / -4.49 eV
- Orbital gap (spin up / spin down): 7.511 / 7.510 eV
- Charge: +1

Last column: Löwdin charge in e.
Element x y z (Å)
C (0.805, 1.692, 0.594)  -0.008
C (-2.495, -0.521, 0.710)  -0.055
C (1.898, 0.937, 0.467)  -0.157
C (-2.029, -1.611, 0.099)  -0.024
C (0.033, -0.546, -0.044)  0.072
C (-1.800, 0.721, 0.992)  -0.064
C (-0.418, 0.841, 0.160)  -0.366
C (-0.739, 1.323, -1.285)  0.018
C (2.864, -1.365, -0.137)  -0.042
N (1.867, -0.354, 0.058)  -0.013
N (-0.666, -1.600, -0.307)  0.170
H (0.713, 2.703, 0.833)  0.102
H (-3.499, -0.576, 0.937)  0.104
H (2.952, 1.349, 0.338)  0.170
H (-2.723, -2.429, -0.119)  0.143
H (-2.393, 1.553, 0.914)  0.103
H (-1.582, 0.808, 2.070)  0.147
H (-0.712, 2.409, -1.443)  0.111
H (-1.506, 0.767, -1.614)  0.043
H (0.276, 1.060, -1.852)  0.149
H (3.532, -1.545, 0.683)  0.096
H (2.376, -2.260, -0.387)  0.071
H (3.460, -1.021, -0.963)  0.095
H (-0.213, -2.334, -0.701)  0.134

Pick run two: it beats the second-best structure by 0.172 eV.

Run one
Molecular formula: C2H8NO
Method: DFT, ωB97M-V with the def2-TZVPD basis set

Output
- HOMO energy: -13.426 eV
- Lowest unoccupied orbital energy: -4.39 eV
- Orbital gap: 9.041 eV
- Charge: +1

Last column: Löwdin charge in e.
Element x y z (Å)
N (-1.248, -1.684, -1.252)  0.258
H (-1.341, -2.648, -1.685)  0.175
H (-0.216, -1.662, -1.086)  0.158
H (-1.824, -0.900, -1.760)  0.210
H (-1.680, -1.561, -0.293)  0.155
C (1.840, 1.416, 1.017)  0.055
C (0.664, 1.270, 0.400)  -0.212
O (-0.361, 0.390, 0.912)  -0.091
H (2.767, 1.993, 0.764)  0.094
H (2.016, 0.838, 1.877)  0.048
H (0.286, 1.746, -0.449)  0.078
H (-0.903, 0.803, 1.554)  0.070

Run two
Molecular formula: C2H8NO
Method: DFT, ωB97M-V with the def2-TZVPD basis set

Output
- HOMO energy: -15.608 eV
- Lowest unoccupied orbital energy: -5.24 eV
- Orbital gap: 10.373 eV
- Charge: +1

Last column: Löwdin charge in e.
Element x y z (Å)
O (2.207, 1.268, 0.411)  -0.056
H (0.446, -0.987, 0.438)  0.170
H (3.136, 1.071, 0.616)  0.066
H (1.788, 1.746, 1.122)  0.036
C (-0.857, 0.609, 0.048)  -0.004
C (-1.030, -1.654, -0.748)  0.186
N (-0.404, -0.784, -0.070)  0.026
H (-1.735, 0.869, -0.532)  0.109
H (-0.076, 1.307, -0.242)  0.086
H (-1.020, 0.708, 1.128)  0.117
H (-0.460, -2.565, -0.937)  0.130
H (-1.994, -1.587, -1.235)  0.134

Run three
Molecular formula: C2H8NO
Method: DFT, ωB97M-V with the def2-TZVPD basis set

Output
- HOMO energy: -15.548 eV
- Lowest unoccupied orbital energy: -3.60 eV
- Orbital gap: 11.945 eV
- Charge: +1

Last column: Löwdin charge in e.
Element x y z (Å)
C (-0.822, -0.176, -1.288)  -0.184
C (-0.504, 0.996, -1.785)  0.079
N (-0.268, -0.843, -0.118)  0.190
H (-1.592, -0.763, -1.848)  0.141
H (-0.941, 1.526, -2.629)  0.095
H (0.362, 1.476, -1.323)  0.085
H (0.144, -0.189, 0.569)  0.124
H (-1.066, -1.320, 0.307)  0.174
H (0.490, -1.547, -0.389)  0.215
H (1.732, 0.923, 2.428)  0.062
H (0.933, -0.182, 3.196)  0.065
O (1.225, 0.113, 2.326)  -0.045

Pick run three: it beats the second-best structure by 0.170 eV.